Computed, not measured: C33H45BBr2CuN2O4 as an isolated structure, with wB97M-V/def2-TZVPD.

```
! wB97M-V def2-TZVPD RIJCOSX def2/J DEFGRID3
* xyz 0 2
Cu 0.409 0.088 -0.098
C -0.225 -6.423 3.923
C 1.174 -6.102 3.394
C 2.110 -5.923 4.598
C 1.652 -7.291 2.545
C 1.188 -4.844 2.531
C 0.046 -4.138 2.202
C 0.130 -3.042 1.361
Br -1.495 -2.152 0.916
C 1.324 -2.557 0.807
O 1.364 -1.526 0.000
C 2.507 -3.277 1.169
C 2.392 -4.382 1.994
C 3.881 -2.826 0.654
C 4.164 -1.406 1.174
C 5.008 -3.744 1.134
C 3.916 -2.840 -0.884
H -0.183 -7.323 4.539
H -0.925 -6.606 3.106
H -0.612 -5.609 4.539
H 2.087 -6.813 5.232
H 1.798 -5.065 5.197
H 3.141 -5.757 4.285
H 1.599 -8.219 3.120
H 2.681 -7.153 2.212
H 1.023 -7.396 1.659
H -0.926 -4.420 2.583
H 3.292 -4.927 2.243
H 4.222 -1.408 2.265
H 3.370 -0.724 0.874
H 5.113 -1.037 0.776
H 5.090 -3.749 2.222
H 5.956 -3.388 0.727
H 4.856 -4.768 0.786
H 3.137 -2.200 -1.281
H 3.758 -3.855 -1.257
H 4.886 -2.483 -1.241
Br -2.925 -0.005 -1.732
C -1.506 -0.959 -2.545
C -1.792 -1.872 -3.548
C -0.723 -2.452 -4.206
C 0.569 -2.081 -3.859
C 0.738 -1.180 -2.824
N -0.287 -0.645 -2.160
H -2.818 -2.099 -3.798
H -0.897 -3.179 -4.988
H 1.429 -2.483 -4.374
H 1.722 -0.860 -2.509
C 2.988 4.761 6.370
C 1.735 4.035 6.863
C 0.691 5.094 7.253
C 2.120 3.211 8.100
C 1.134 3.122 5.794
C -0.012 2.380 6.098
C -0.623 1.527 5.187
C -0.055 1.434 3.936
O -0.416 0.672 2.862
B 0.504 0.937 1.846
O 1.425 1.893 2.317
C 1.072 2.175 3.611
C 1.687 3.015 4.517
H 3.362 5.413 7.161
H 2.770 5.382 5.499
H 3.780 4.056 6.113
H 1.106 5.788 7.989
H -0.200 4.636 7.682
H 0.388 5.664 6.372
H 2.569 3.859 8.857
H 2.845 2.440 7.836
H 1.254 2.723 8.547
H -0.445 2.455 7.088
H -1.502 0.953 5.451
H 2.580 3.550 4.225
C 2.640 3.176 -2.137
N 1.582 3.759 -1.318
C 1.672 5.148 -0.898
C 0.586 2.949 -0.927
C -0.511 3.520 -0.079
O 0.591 1.755 -1.274
H 3.250 3.969 -2.560
H 2.200 2.590 -2.941
H 3.266 2.506 -1.543
H 2.597 5.571 -1.276
H 1.676 5.235 0.190
H 0.844 5.742 -1.290
H -0.834 4.499 -0.432
H -0.160 3.614 0.951
H -1.350 2.830 -0.099
*
```

Calculated values
- highest occupied orbital energy (spin up / spin down) (eV) = -6.86 / -7.00
- molecular weight (g mol⁻¹) = 767.90
- lowest unoccupied orbital energy (spin up / spin down) (Ha) = 0.0138 / -0.0001
- frontier orbital gap (spin up / spin down) (eV) = 7.23 / 6.99
- energy relative to the best compared isomer or geometry (same formula, charge and spin) (kJ/mol) = 0.00

Löwdin population analysis, charges in e, atoms 1 to 8:
1. Cu 0.47
2. C -0.07
3. C -0.56
4. C -0.05
5. C -0.05
6. C -0.18
7. C -0.09
8. C -0.53